A structure of composition C4H8O2, computed with wB97M-V/def2-TZVPD.

The value obtained for the LUMO energy is 0.9 eV. The relative energy (zero: lowest compared OMol25 entry of this formula, charge and spin) comes out at 114.66 kcal per mole. The value obtained for the total energy is -307.52971 Ha. Its frontier orbital gap is 0.3538 Ha.

The geometry in ORCA input format:
```
! RIJCOSX wB97M-V def2-TZVPD def2/J DEFGRID3
* xyz 0 1
H 0.458 1.305 -1.226
H -1.044 1.102 1.215
C -1.058 -0.163 -0.556
H 2.140 -0.649 0.829
H 1.473 1.027 0.905
O 0.913 -0.583 -1.998
C 0.298 0.215 -1.126
H -1.252 -1.208 -0.819
H -1.837 -0.477 1.474
H 1.315 -0.494 -0.747
H -1.832 0.471 -1.007
C 1.243 -0.026 0.672
C -1.013 0.028 0.962
O 0.196 -0.548 1.423
*
```

Here are the Löwdin charges for atoms 1 to 4, given in e: atom 1 (H): 0.1423, atom 2 (H): 0.1266, atom 3 (C): -0.1108, atom 4 (H): 0.1248